C2H3BrN4O | ωB97M-V with the def2-TZVPD basis set

## Properties
- HOMO level (eV) = -8.54
- energy above the lowest of the compared OMol25 structures with the same formula, charge and spin (eV) = 0.0000
- lowest unoccupied orbital energy (eV) = -0.62
- orbital gap (eV) = 7.9
- spin multiplicity = 1
- strongest force on any atom (eV Å⁻¹) = 4.5
- DFT total energy (Eh) = -2946.18003

```
11
Properties=species:S:1:pos:R:3:forces:R:3
C -3.05717 0.50310 0.24266 0.471 -3.176 0.252
C -0.66375 0.72683 -0.44553 3.037 0.274 -0.466
N -4.20462 2.62706 0.10117 -0.632 -0.083 0.200
N -1.58990 -0.19282 0.02607 -2.510 3.650 -0.564
N -3.78674 1.57953 0.20574 3.838 0.342 -0.606
N 0.71610 0.25686 -0.48401 -3.105 -0.690 0.227
O -0.90316 1.83105 -0.83582 -1.051 0.636 -0.370
Br -4.24589 -0.95855 0.33815 -0.412 -0.689 0.149
H -1.21072 -0.68678 0.81431 -0.743 -0.267 0.726
H 1.39548 0.97992 -0.48396 0.230 0.824 -0.057
H 0.81407 -0.34740 0.29638 0.876 -0.823 0.507
```
Positions in Å, forces in eV/Å.